63
Properties=species:S:1:pos:R:3:forces:R:3:nbo_charge:R:1 method="wB97M-V/def2-TZVPD" de_lowest_kj_mol=157.88 homo_lumo_gap_ev=4.80 charge=+4 e_tot_ha=-4752.5784 homo_ev=-18.98 max_force_ha_per_bohr=0.0189
Pb -0.1453 -0.1553 -0.9705 -0.245 -0.689 -0.164 1.540
N -0.3555 2.8801 1.0142 -0.300 -0.073 -0.627 -0.911
P -1.2417 1.8145 1.8461 0.259 0.692 0.635 1.827
C -2.8694 2.3082 2.0356 -0.080 -0.219 0.064 -0.476
C -3.3192 2.5249 3.3667 -0.094 -0.152 -0.002 -0.140
C -4.5977 2.9990 3.5600 0.026 -0.030 0.019 -0.189
C -5.4421 3.1898 2.4656 -0.007 0.004 -0.030 -0.027
C -5.0121 2.9425 1.1559 -0.022 0.004 0.021 -0.187
C -3.7286 2.5115 0.9268 0.117 0.222 -0.038 -0.158
C -0.4929 0.7193 2.9014 0.141 -0.236 -0.125 -0.476
C 0.8879 0.8271 3.2330 -0.080 0.087 0.004 -0.131
C 1.3793 0.0456 4.2454 -0.010 -0.039 0.015 -0.197
C 0.5338 -0.8657 4.8992 -0.005 0.000 0.002 -0.011
C -0.8139 -1.0048 4.5524 0.043 -0.016 0.005 -0.194
C -1.3375 -0.2334 3.5435 -0.003 0.083 -0.001 -0.130
C 0.8336 2.9536 0.1816 0.166 0.022 0.178 0.344
C 1.4624 4.1834 0.1425 0.061 -0.035 0.027 -0.228
C 2.6059 4.3109 -0.6355 0.011 -0.010 -0.020 -0.067
C 3.0693 3.2082 -1.3389 -0.009 0.041 0.008 -0.199
C 2.3570 2.0292 -1.2559 -0.039 -0.049 0.006 0.067
N 1.2420 1.8890 -0.5124 -0.050 0.070 0.144 -0.585
H -0.8423 3.7785 1.0061 -0.050 -0.035 -0.112 0.474
H -2.6650 2.3591 4.2136 0.009 0.025 -0.001 0.250
H -4.9458 3.2178 4.5608 -0.004 -0.011 0.000 0.281
H -6.4552 3.5352 2.6331 0.006 0.018 -0.004 0.275
H -5.6912 3.0944 0.3280 -0.004 -0.008 0.000 0.274
H -3.3862 2.3311 -0.0847 0.005 0.008 -0.004 0.232
H 1.5207 1.5549 2.7404 0.009 0.001 0.013 0.242
H 2.4096 0.1431 4.5604 0.009 -0.010 -0.020 0.277
H 0.9391 -1.4787 5.6960 -0.009 0.018 0.018 0.274
H -1.4396 -1.7143 5.0773 0.002 -0.010 -0.010 0.280
H -2.3796 -0.3272 3.2621 0.000 -0.015 -0.005 0.257
H 1.0859 5.0243 0.7117 0.004 -0.009 0.022 0.265
H 3.1257 5.2594 -0.6834 0.000 0.001 -0.002 0.282
H 3.9598 3.2638 -1.9496 -0.002 -0.003 -0.007 0.282
H 2.6747 1.1526 -1.8084 0.024 -0.006 0.015 0.217
Br -1.3045 -1.6423 -7.6588 0.015 0.020 0.064 0.289
C -0.9187 -1.2112 -5.9029 -0.014 -0.013 -0.046 -0.018
C 0.3929 -1.2738 -5.4236 0.019 0.008 -0.002 -0.240
C 0.6398 -0.9531 -4.1109 0.051 0.088 -0.012 0.037
N -0.3347 -0.5768 -3.2561 0.068 0.162 -0.053 -0.659
C -1.5967 -0.5017 -3.7304 0.003 -0.021 0.045 0.056
C -1.9291 -0.8098 -5.0267 -0.022 0.003 -0.019 -0.248
H 1.2064 -1.5594 -6.0762 0.006 -0.009 0.009 0.277
H 1.6510 -0.9748 -3.7246 0.010 -0.011 -0.004 0.211
H -2.3680 -0.1860 -3.0352 -0.014 -0.019 0.000 0.209
H -2.9558 -0.7392 -5.3580 -0.003 0.001 0.007 0.279
C 3.1615 -4.1074 0.6543 -0.001 0.011 0.021 -0.632
C 3.6545 -3.0438 -0.3068 -0.020 0.044 -0.030 -0.567
S 2.5045 -2.4365 -1.5536 0.062 -0.071 0.036 1.204
O 1.4356 -1.6383 -0.7118 -0.071 0.224 0.007 -1.115
C 1.6587 -3.9314 -2.1404 0.077 -0.005 -0.005 -0.581
C 0.4045 -4.3159 -1.3768 -0.006 -0.014 -0.008 -0.615
H 3.9976 -4.3949 1.2914 -0.012 0.019 0.022 0.272
H 2.8306 -5.0090 0.1428 0.026 -0.013 0.005 0.233
H 2.3600 -3.7380 1.2922 -0.021 -0.010 -0.016 0.217
H 4.5131 -3.3738 -0.9002 -0.041 -0.046 -0.042 0.276
H 3.9608 -2.1263 0.2008 0.043 -0.011 -0.007 0.253
H 2.4316 -4.7032 -2.1009 -0.020 -0.021 -0.015 0.275
H 1.4477 -3.7439 -3.1936 -0.003 0.040 0.011 0.253
H 0.6054 -4.5880 -0.3444 -0.002 0.024 0.010 0.235
H -0.0388 -5.1779 -1.8748 0.007 -0.011 0.012 0.273
H -0.3355 -3.5150 -1.3950 -0.014 -0.010 -0.013 0.195

79
Properties=species:S:1:pos:R:3:forces:R:3:lowdin_spin:R:1 method="wB97M-V/def2-TZVPD" multiplicity=5 de_lowest_kj_mol=52.14 homo_lumo_gap_ev="6.80 / 7.19" charge=-1 e_tot_ha=-4733.9779 homo_ev="-4.52 / -4.91" max_force_ha_per_bohr=0.0282
Cr -0.2368 0.4490 -0.6288 0.252 0.806 1.177 3.753
N 1.2341 1.9588 -0.8321 0.166 -0.005 -0.086 0.002
C 2.3732 1.6554 0.0462 -0.157 -0.019 -0.039 0.004
C 1.8893 1.0034 1.3430 -0.276 -0.246 0.134 0.004
O 2.7082 0.8418 2.2461 -0.042 -0.003 -0.074 0.004
O 0.6530 0.6440 1.3582 0.193 0.015 -0.185 0.023
H 1.4919 2.1309 -1.7951 0.073 0.027 -0.102 0.003
H 0.7339 2.7771 -0.4961 -0.163 -0.029 0.046 0.003
H 2.9783 2.5281 0.2920 0.011 0.065 -0.009 0.000
H 3.0037 0.9182 -0.4459 0.071 -0.016 -0.040 0.000
C -1.6437 2.3481 5.5907 -0.116 -0.008 -0.068 0.000
Sb -0.9853 1.4967 3.6742 0.180 0.031 0.495 0.000
C 0.5183 0.3384 4.7264 -0.046 -0.033 -0.101 0.000
C 0.3029 3.1779 3.2834 -0.006 -0.079 -0.238 0.000
H -0.7869 2.7139 6.1634 -0.033 -0.019 -0.064 0.000
H -2.1631 1.5872 6.1824 0.040 0.063 -0.053 0.000
H -2.3363 3.1772 5.4149 0.059 -0.061 0.029 0.000
H 1.0568 0.9940 5.4144 -0.022 -0.032 -0.023 0.000
H 1.2212 -0.0662 3.9977 -0.018 0.031 0.041 0.000
H 0.0508 -0.4715 5.2953 -0.005 0.072 -0.043 0.000
H 1.3291 2.8827 3.5029 -0.011 0.020 0.025 0.000
H 0.0093 4.0287 3.8990 -0.001 -0.030 -0.003 0.000
H 0.2231 3.4426 2.2274 0.001 -0.020 0.110 0.000
N -3.6571 -1.8884 -0.0234 0.001 -0.156 0.100 0.006
C -3.1141 -2.0234 1.2427 -0.048 -0.040 -0.117 0.000
C -1.9499 -1.3329 1.2105 0.100 0.155 -0.048 0.007
N -1.7771 -0.7876 -0.0506 -0.100 -0.509 0.284 0.010
C -2.8134 -1.1537 -0.7632 -0.173 0.327 0.094 0.017
H -4.4968 -2.3179 -0.3617 -0.074 0.032 -0.008 0.000
H -3.6035 -2.5706 2.0284 0.000 0.025 -0.033 0.000
H -1.2359 -1.1485 1.9960 -0.002 0.018 -0.055 0.000
H -2.9922 -0.8822 -1.7882 -0.009 -0.041 0.072 0.001
F -4.3609 1.4496 -0.4276 0.076 -0.034 0.001 0.000
C -3.8827 2.4025 0.4043 0.030 -0.002 0.016 0.000
F -4.8439 3.3501 0.4682 0.043 -0.009 0.002 0.000
F -3.7911 1.8500 1.6100 -0.034 0.013 -0.020 0.000
C -2.4768 2.9481 -0.0677 0.220 -0.019 0.199 0.005
O -1.4702 2.1700 0.3224 -0.285 -0.008 -0.671 0.037
C -2.5333 3.1299 -1.6216 -0.060 -0.018 0.065 0.002
F -1.4603 3.7954 -2.0672 -0.004 0.007 0.024 0.001
F -3.6238 3.7935 -2.0606 0.001 -0.006 0.040 0.000
F -2.5408 1.9371 -2.2380 0.115 -0.076 -0.036 0.008
C -2.2819 4.3595 0.5913 0.002 -0.007 -0.045 0.001
F -2.4572 4.2722 1.9184 -0.065 0.030 0.010 0.000
F -3.1097 5.3264 0.1442 0.020 0.006 -0.025 0.001
F -1.0344 4.8047 0.3876 0.018 -0.002 0.003 0.000
C 0.9035 -3.7630 0.1373 -0.029 0.100 -0.049 0.000
S 1.4721 -2.1861 0.8119 0.098 0.054 -0.336 0.004
O 1.7739 -1.3313 -0.3834 -0.094 -0.244 0.323 0.034
C 3.0523 -2.7991 1.3951 -0.033 0.040 0.133 0.001
C 3.1226 -3.4544 2.6161 -0.044 -0.004 0.018 0.000
C 4.3494 -3.9130 3.0710 0.016 -0.005 -0.017 0.000
C 5.4947 -3.6965 2.3127 -0.043 0.028 -0.018 0.000
C 5.4119 -3.0166 1.1040 0.015 -0.029 0.068 0.000
C 4.1850 -2.5597 0.6419 0.074 -0.003 -0.111 0.000
H 1.6330 -4.1172 -0.5903 -0.042 0.002 0.032 0.000
H -0.0470 -3.5651 -0.3624 0.043 -0.022 0.066 0.000
H 0.7701 -4.4639 0.9628 0.015 0.005 -0.039 0.000
H 2.2257 -3.5878 3.2138 0.058 0.012 -0.024 0.000
H 4.4152 -4.4232 4.0246 0.002 0.018 -0.031 0.000
H 6.4546 -4.0432 2.6755 -0.013 0.006 -0.012 0.000
H 6.3085 -2.8325 0.5248 -0.021 -0.001 0.004 0.000
H 4.0893 -2.0158 -0.2909 -0.015 -0.007 0.045 0.000
O 0.3753 1.6443 -3.5971 0.079 0.477 0.125 0.013
C 0.0754 0.4705 -3.6533 -0.140 -0.449 0.339 0.013
N -0.1713 -0.3551 -2.5709 0.144 -0.288 -1.276 0.025
S -0.2778 -1.9221 -3.0802 0.051 0.198 -0.036 0.006
O -1.4951 -2.5429 -2.6163 -0.050 -0.096 -0.053 0.002
O 0.9260 -2.6834 -2.8876 0.067 0.035 0.097 0.001
C -0.3732 -1.5594 -4.8102 0.021 -0.109 0.098 0.002
C -0.5732 -2.4071 -5.8817 -0.067 -0.160 0.101 0.000
C -0.5014 -1.8555 -7.1530 0.016 0.009 0.013 0.002
C -0.2196 -0.5019 -7.3234 0.006 0.059 -0.006 0.000
C -0.0081 0.3249 -6.2279 0.037 0.196 -0.176 0.001
C -0.0921 -0.2279 -4.9668 -0.080 -0.049 -0.025 0.000
H -0.7855 -3.4583 -5.7308 0.025 0.029 -0.013 0.000
H -0.6590 -2.4837 -8.0206 -0.011 0.007 0.007 0.000
H -0.1683 -0.0940 -8.3247 0.011 0.015 -0.002 0.000
H 0.2151 1.3798 -6.3339 -0.017 -0.043 -0.024 0.000

64
Properties=species:S:1:pos:R:3:forces:R:3:nbo_charge:R:1 method="wB97M-V/def2-TZVPD" de_lowest_kj_mol=0.00 homo_lumo_gap_ev=7.87 e_tot_ha=-1668.9587 homo_ev=-8.38 max_force_ha_per_bohr=0.0162
C -1.6844 4.2107 -0.9005 -0.200 0.117 -0.019 -0.252
O -0.4899 3.4849 -0.7415 0.310 -0.264 0.144 -0.486
C -0.5522 2.2459 -0.1877 0.183 0.034 -0.074 0.247
C -1.7062 1.6236 0.2551 0.042 0.189 -0.155 -0.276
C -1.6628 0.3394 0.7808 0.296 -0.195 0.093 -0.258
C -0.4587 -0.3302 0.8876 -0.042 0.213 -0.047 0.042
C -0.4108 -1.7810 1.3264 0.150 0.235 0.208 -0.080
C -1.4475 -2.1590 2.3470 -0.224 -0.174 0.076 -0.252
C -1.4852 -1.9539 3.7008 -0.064 -0.098 -0.458 0.469
O -2.4930 -2.4327 4.4178 -0.047 -0.068 0.003 -0.646
C -0.4411 -1.2961 4.5000 -0.015 0.030 0.260 -0.172
C -0.2214 -1.7602 5.7994 -0.023 0.042 -0.156 -0.134
C 0.7537 -1.1949 6.5954 0.167 0.141 0.037 -0.284
C 1.5006 -0.1459 6.0871 -0.120 -0.044 -0.152 0.413
F 2.4546 0.4119 6.8546 -0.100 -0.054 -0.067 -0.317
C 1.2877 0.3510 4.8128 0.168 0.028 0.224 -0.290
C 0.3155 -0.2285 4.0203 -0.150 -0.199 0.071 -0.107
C -2.4428 -2.9893 1.7121 0.000 0.277 0.785 0.452
O -3.4526 -3.4465 2.2391 0.040 -0.085 -0.243 -0.572
C -1.9619 -3.2496 0.2962 0.093 -0.311 -0.439 0.582
O -2.4920 -3.9170 -0.5631 -0.175 -0.038 -0.001 -0.583
N -0.7670 -2.6222 0.1902 -0.031 -0.186 0.248 -0.405
C -0.0014 -2.6169 -1.0326 -0.206 0.053 -0.348 -0.213
C -0.5556 -1.6264 -2.0637 0.079 -0.109 -0.083 -0.427
C 0.4075 -1.3978 -3.2360 -0.135 0.020 0.155 -0.214
N 0.6748 0.0209 -3.4130 0.173 0.004 -0.080 -0.444
C -0.4705 0.7332 -3.9587 0.076 0.325 0.025 -0.260
C -0.1464 2.2248 -4.0417 -0.334 -0.213 0.115 -0.074
O 0.9791 2.4554 -4.8575 0.004 0.075 -0.196 -0.524
C 2.0914 1.7683 -4.3386 0.253 -0.336 -0.029 -0.075
C 1.8284 0.2633 -4.2639 0.032 0.326 -0.018 -0.248
C 0.7140 0.2967 0.4638 -0.063 0.083 0.024 -0.352
C 0.6849 1.5671 -0.0800 -0.041 0.187 -0.100 0.349
O 1.7681 2.2444 -0.5382 -0.418 0.109 0.050 -0.495
C 3.0134 1.5916 -0.5283 0.205 -0.106 0.012 -0.256
H -2.3909 3.6845 -1.5507 0.008 0.002 0.032 0.176
H -1.3952 5.1494 -1.3696 -0.070 -0.047 0.032 0.206
H -2.1601 4.4187 0.0633 0.004 -0.027 -0.042 0.179
H -2.6584 2.1230 0.1838 -0.079 0.118 -0.035 0.226
H -2.5787 -0.1366 1.0956 -0.120 -0.034 0.056 0.224
H 0.6050 -2.0313 1.6643 -0.080 0.045 -0.052 0.211
H -3.1218 -2.9150 3.8097 0.199 0.113 -0.062 0.522
H -0.8203 -2.5756 6.1733 -0.042 -0.050 0.052 0.235
H 0.9388 -1.5505 7.5964 0.039 -0.025 0.096 0.235
H 1.8733 1.1842 4.4580 0.065 0.092 -0.015 0.231
H 0.1203 0.1742 3.0405 0.024 0.065 -0.035 0.220
H 1.0316 -2.3655 -0.7818 0.008 -0.033 -0.005 0.195
H -0.0352 -3.6301 -1.4438 0.118 0.057 0.051 0.228
H -1.5196 -1.9968 -2.4118 -0.065 0.012 0.065 0.223
H -0.7149 -0.6688 -1.5703 -0.043 -0.010 -0.049 0.221
H 1.3649 -1.8816 -3.0227 0.022 -0.033 -0.056 0.189
H 0.0100 -1.8504 -4.1598 0.088 -0.001 0.000 0.173
H -1.3323 0.5834 -3.3071 -0.063 0.012 -0.007 0.208
H -0.7229 0.3612 -4.9684 -0.025 -0.016 0.052 0.169
H -0.9732 2.7730 -4.4972 -0.001 -0.035 0.078 0.189
H 0.0462 2.6128 -3.0319 -0.071 -0.010 -0.047 0.179
H 2.9270 1.9797 -5.0084 -0.002 -0.029 0.086 0.192
H 2.3185 2.1455 -3.3312 0.037 -0.024 -0.041 0.167
H 2.6996 -0.2388 -3.8351 0.013 -0.010 -0.033 0.197
H 1.6670 -0.1250 -5.2856 0.047 -0.003 0.034 0.169
H 1.6485 -0.2335 0.5567 0.163 -0.051 -0.022 0.221
H 2.9889 0.6801 -1.1342 -0.017 -0.001 0.017 0.180
H 3.7198 2.2969 -0.9636 -0.016 -0.075 0.031 0.205
H 3.3339 1.3479 0.4904 -0.025 -0.011 -0.041 0.175